1.
Density functional theory data (ωB97M-V/def2-TZVPD) for a 7-piece molecular cluster, H14O7 overall.

Output
Frontier orbital gap, eV: 11.3
Total charge: 0
SMILES: O.O.O.O.O.O.O

The geometry in XYZ format:
```
21
H14O7 | the OMol25 dataset | ωB97M-V/def2-TZVPD
H 3.70450 -1.93492 -0.31337
O 0.70331 1.09424 1.24637
H 2.39513 0.35904 -0.77011
H -2.82933 3.64322 2.85710
H -1.82997 -1.37979 0.75903
H 1.17290 1.45569 2.04870
H -0.30788 -1.99943 -1.29848
H -3.67887 2.89949 1.63945
O -1.95962 1.03666 -0.80285
O 4.53683 -2.41386 -0.26725
H -0.08392 1.71951 1.27078
O -2.98628 2.74942 2.42122
H 1.06092 -0.27464 -1.11675
H 4.78209 -2.47045 -1.15946
H -0.44515 -0.80264 1.32432
H -1.42039 -2.16017 -2.26443
O 1.99305 -0.19642 -1.44512
O -0.65376 -1.57133 -2.14471
O -0.87345 -1.44810 0.61521
H -1.47796 0.23205 -0.92344
H -1.80216 1.46244 -1.67622
```

2.
Density functional theory data (ωB97M-V/def2-TZVPD) for a 7-piece molecular cluster, H14O7 overall.

Output
Frontier orbital gap, eV: 10.6
Total charge: 0
SMILES: O.O.O.O.O.O.O

The geometry in XYZ format:
```
21
H14O7 | the OMol25 dataset | ωB97M-V/def2-TZVPD
O 3.25325 -0.34879 0.05158
H -0.51609 -1.64118 -2.54070
H -2.19566 -2.44590 -0.72075
H -0.06319 -1.52161 -4.03169
O -1.99242 -1.64422 -1.14891
H 2.33244 -0.62871 0.24910
O 0.02951 -2.03144 -3.22140
H -0.65101 1.89935 2.39614
H 1.22685 1.24872 2.98181
H -1.28518 1.29080 -1.18279
O -1.54781 2.34837 2.47084
H -0.32499 -1.52318 0.19746
H -0.32828 0.14745 -1.30023
O 0.44271 -1.00067 0.28650
O -0.53130 0.98432 -1.70534
H 1.45648 1.57666 1.52505
H -1.42188 2.89633 3.29173
O 0.84715 1.12468 2.11979
H -2.25296 -0.92413 -0.54326
H 0.37096 -0.41046 1.03493
H 3.15142 0.60361 -0.20986
```

Energies in eV, measured from the most stable structure: 1 0.250; 2 0.000.